1.
# C24H43LuNO2P2

A molecular structure, C24H43LuNO2P2 (ωB97M-V/def2-TZVPD, the Open Molecules 2025 dataset).

The geometry in XYZ format:
```
73
Properties=species:S:1:pos:R:3:mulliken_charge:R:1
Lu -0.667 0.446 2.760 1.387
C 0.508 0.039 4.947 0.747
C 1.490 0.508 4.031 0.849
C -0.147 2.156 4.224 0.186
C -0.489 1.062 5.095 0.636
C 1.097 1.812 3.581 0.396
C 0.657 -1.141 5.842 -1.880
H 1.382 -1.856 5.438 0.413
H -0.306 -1.658 5.933 0.432
H 0.990 -0.860 6.858 0.302
C -1.556 1.049 6.129 -1.618
H -1.780 0.018 6.436 0.371
H -2.468 1.533 5.755 0.323
H -1.224 1.579 7.036 0.346
C -0.961 3.399 4.056 -1.373
H -0.866 4.044 4.942 0.359
H -2.035 3.168 3.943 0.360
H -0.638 3.972 3.176 0.325
C 1.914 2.677 2.686 -1.465
H 2.548 3.344 3.292 0.318
H 1.279 3.301 2.044 0.361
H 2.573 2.079 2.041 0.318
C 2.825 -0.123 3.818 -1.761
H 3.622 0.380 4.397 0.344
H 3.124 -0.092 2.760 0.328
H 2.827 -1.171 4.140 0.446
C -0.595 -2.398 1.074 -0.990
C 0.456 -2.554 1.893 -0.507
C 1.890 -2.644 1.494 -0.425
C 2.315 -1.977 0.160 -1.422
C 1.933 -0.543 -0.026 -0.173
C 0.759 -0.002 -0.390 -0.992
C -0.509 -0.702 -0.792 1.835
C -0.572 -2.185 -0.405 -0.507
H 2.204 -3.702 1.423 0.489
H 2.006 -2.608 -0.680 0.369
H 2.498 -2.220 2.308 0.061
H 0.254 -2.729 -0.871 0.223
H -1.593 -2.341 1.509 0.670
H 0.274 -2.708 2.962 0.564
H -1.497 -2.611 -0.828 0.610
H -1.373 -0.175 -0.348 0.384
H 0.691 1.095 -0.394 0.714
H -0.681 -0.607 -1.885 -1.864
H 3.418 -2.012 0.131 0.505
H 2.743 0.138 0.260 0.491
P -1.020 -0.672 -4.174 0.540
P -0.771 2.006 -5.517 0.182
C -1.073 -0.715 -6.047 -0.900
C -1.464 0.647 -6.598 -0.975
H -1.794 -1.484 -6.348 0.466
H -0.081 -1.024 -6.401 0.439
H -1.108 0.779 -7.628 0.573
H -2.554 0.780 -6.599 0.439
C -1.577 3.360 -6.494 -1.136
H -1.195 4.324 -6.137 0.382
H -2.660 3.310 -6.320 0.351
H -1.374 3.259 -7.571 0.311
C 0.874 2.076 -6.369 -1.114
H 0.752 2.030 -7.460 0.351
H 1.493 1.238 -6.026 0.270
H 1.353 3.023 -6.090 0.386
C -2.552 -1.657 -3.906 -1.269
H -2.666 -1.921 -2.847 0.295
H -2.531 -2.559 -4.530 0.355
H -3.402 -1.032 -4.210 0.348
C 0.307 -1.934 -3.988 -0.862
H 1.231 -1.497 -4.390 0.352
H 0.059 -2.836 -4.559 0.424
H 0.477 -2.187 -2.935 -0.051
O -2.439 -2.063 4.370 -0.502
N -1.921 -1.258 3.617 0.553
O -2.685 -0.176 3.201 -0.691
```

The orbital gap comes out at 5.797 eV. As for the energy above the lowest of the compared OMol25 structures with the same formula, charge and spin: 0.0000 eV. Its net charge is +1.

2.
# C24H43N2P3SV

A molecular structure, C24H43N2P3SV (ωB97M-V/def2-TZVPD, the Open Molecules 2025 dataset).

The geometry in XYZ format:
```
74
Properties=species:S:1:pos:R:3:mulliken_charge:R:1
V -0.254 -0.603 -0.123 0.110
P 1.329 -2.143 -0.856 1.089
P 1.901 0.519 1.582 1.154
P -1.300 -0.605 -2.269 0.679
H 0.258 7.155 -0.495 0.248
C -0.770 7.045 -0.855 -0.367
C -1.753 6.772 0.010 -0.601
H -1.518 6.610 1.067 0.308
C 2.613 -1.343 -1.897 -0.818
C 2.369 -3.116 0.309 -1.067
C 0.746 -3.552 -1.897 -1.080
C 1.509 2.043 2.461 -1.056
C 1.751 -0.886 2.695 -1.025
C 3.598 0.731 0.958 -1.383
C -2.426 0.755 -2.758 -1.170
C -2.431 -2.056 -2.263 -1.072
C -0.314 -0.776 -3.808 -1.313
H -0.947 7.240 -1.917 0.304
H -2.811 6.800 -0.279 0.292
H 3.342 -2.108 -2.192 0.429
H 3.126 -0.554 -1.333 0.165
H 2.161 -0.909 -2.796 0.304
H 2.949 -3.842 -0.277 0.570
H 1.747 -3.660 1.031 0.427
H 3.068 -2.471 0.854 0.271
H 1.589 -4.241 -2.034 0.549
H 0.404 -3.222 -2.881 0.380
H -0.075 -4.094 -1.415 0.278
H 2.348 2.388 3.082 0.548
H 0.620 1.887 3.083 0.461
H 1.271 2.825 1.731 0.196
H 2.677 -1.468 2.752 0.526
H 0.946 -1.552 2.365 0.169
H 1.495 -0.518 3.699 0.492
H 4.210 1.281 1.698 0.496
H 3.565 1.322 0.028 0.450
H 4.071 -0.242 0.748 0.406
H -2.839 0.536 -3.752 0.547
H -1.889 1.710 -2.802 0.339
H -3.248 0.853 -2.039 0.462
H -3.067 -2.034 -3.160 0.490
H -3.068 -2.008 -1.370 0.391
H -1.855 -2.989 -2.241 0.341
H -0.964 -0.576 -4.672 0.520
H 0.117 -1.775 -3.918 0.375
H 0.502 -0.043 -3.799 0.390
C -0.465 2.815 -0.270 0.740
C 0.396 2.742 -1.387 0.199
C 1.302 3.770 -1.647 -1.102
C 1.373 4.834 -0.745 -0.222
C 0.615 4.812 0.444 -1.384
C -0.479 3.966 0.549 -0.458
S -1.486 1.500 0.206 -0.174
H 1.064 0.649 0.357 -0.191
H 0.317 1.856 -2.023 0.519
H 1.920 3.741 -2.548 0.548
H 1.960 5.726 -0.989 0.629
H 0.787 5.551 1.233 0.389
H -1.337 4.190 1.192 0.477
N -2.941 -1.744 2.982 0.037
C -2.222 -0.896 2.208 -1.058
N -1.415 -1.567 1.384 0.771
C -1.604 -2.941 1.660 -0.004
C -0.908 -4.074 1.241 -0.001
C -1.206 -5.293 1.858 -1.433
C -2.174 -5.375 2.874 -0.583
C -2.872 -4.236 3.307 -1.052
C -2.571 -3.052 2.658 0.718
H -3.617 -1.466 3.695 0.307
H -2.367 0.176 2.253 0.525
H -0.164 -3.988 0.459 0.197
H -0.673 -6.193 1.543 0.492
H -2.376 -6.346 3.330 0.446
H -3.610 -4.243 4.117 0.462
```

The orbital gap (spin up / spin down) comes out at 3.271 / 3.288 eV. Its net charge is +4. The multiplicity is 2.

3.
# C24H44BBr5CaClF6LiN2NaO10PS2

A molecular structure, C24H44BBr5CaClF6LiN2NaO10PS2 (ωB97M-V/def2-TZVPD, the Open Molecules 2025 dataset).

The geometry in XYZ format:
```
99
Properties=species:S:1:pos:R:3:mulliken_charge:R:1
C 2.604 -1.445 1.215 -0.762
C 3.690 -0.767 0.377 -0.627
C 3.140 0.120 -0.751 -0.467
C 1.950 1.025 -0.338 0.048
C 0.916 1.091 -1.489 -1.225
C -0.509 1.125 -0.977 -1.029
C -0.921 -0.153 -0.240 0.374
Br -1.018 0.211 1.705 -0.129
O -0.267 -1.309 -0.571 0.256
B -0.995 -1.969 -1.716 0.115
Cl 0.143 -1.956 -3.228 -0.512
C -1.467 -3.512 -1.468 0.277
Br -3.327 -3.863 -1.823 -0.216
C -0.694 -4.513 -1.083 0.191
C 0.763 -4.346 -0.800 -0.581
Br -1.314 -6.297 -0.850 -0.199
O -2.180 -1.121 -1.871 -0.113
C -2.359 -0.537 -0.639 -0.105
S -3.580 0.780 -0.680 0.153
H 2.972 -2.348 1.690 0.470
H 2.218 -0.762 1.971 0.359
H 1.748 -1.658 0.577 -0.021
H 4.265 -1.558 -0.106 0.382
H 4.411 -0.248 1.014 0.212
H 4.004 0.760 -1.071 0.334
H 2.921 -0.482 -1.626 0.285
H 2.292 2.054 -0.190 0.105
H 1.478 0.743 0.597 -0.018
H 1.081 0.317 -2.231 0.296
H 1.076 2.042 -2.019 0.620
H -1.172 1.269 -1.830 0.164
H -0.661 1.991 -0.335 0.555
H 0.993 -3.347 -0.446 -0.553
H 1.056 -5.043 -0.016 0.504
H 1.373 -4.582 -1.672 0.288
H -2.677 -1.248 0.133 -0.112
H -4.139 0.707 0.520 -0.351
Ca 3.867 2.920 -0.641 1.166
C 8.519 2.598 2.931 -1.162
C 8.813 3.271 1.595 -0.554
C 8.220 4.685 1.491 -0.347
C 6.780 4.646 1.616 0.523
N 5.631 4.569 1.721 -0.776
H 7.447 2.451 3.082 0.324
H 8.990 1.616 2.975 0.352
H 8.901 3.193 3.761 0.327
H 8.430 2.648 0.782 0.294
H 9.890 3.351 1.454 0.334
H 8.459 5.152 0.534 0.362
H 8.617 5.339 2.272 0.396
C 8.253 7.794 2.022 0.731
O 7.469 7.944 1.025 -0.684
O 7.917 8.163 3.183 -0.531
O 9.385 7.232 1.917 -0.601
C -3.527 -0.529 -4.645 -0.610
C -3.766 0.784 -5.306 0.516
O -3.501 1.090 -6.417 -0.450
N -4.333 1.895 -4.435 0.279
C -5.743 2.240 -4.799 -1.013
H -3.733 -1.323 -5.359 0.398
H -2.486 -0.587 -4.321 0.075
H -4.166 -0.665 -3.772 0.250
H -4.242 1.667 -3.448 0.086
H -3.788 2.742 -4.684 0.374
H -6.104 2.924 -4.040 0.379
H -6.341 1.331 -4.824 0.368
H -5.695 2.732 -5.760 0.383
Br -5.894 -3.275 2.130 -0.219
C -4.612 -4.690 1.715 -0.137
C -3.409 -4.589 2.611 -0.547
Br -2.239 -3.114 2.119 0.004
H -4.387 -4.602 0.657 -0.037
H -5.132 -5.627 1.902 0.423
H -2.798 -5.485 2.541 0.215
H -3.678 -4.423 3.648 0.423
C -1.474 -8.345 6.204 -0.977
S -1.625 -8.261 4.418 0.429
O -1.870 -6.833 4.074 -0.534
C -3.209 -9.102 4.317 -0.943
H -0.557 -7.830 6.483 0.313
H -2.330 -7.854 6.665 0.307
H -1.417 -9.389 6.512 0.390
H -3.947 -8.560 4.908 0.293
H -3.100 -10.123 4.682 0.392
H -3.510 -9.118 3.271 0.308
Li 5.276 6.669 1.215 0.852
F -2.582 5.189 -6.019 -0.330
P -3.930 5.970 -5.471 0.948
F -3.876 7.558 -5.127 -0.315
F -3.978 6.425 -7.039 -0.326
F -4.432 4.370 -5.084 -0.347
F -5.556 6.124 -5.497 -0.333
F -3.191 5.871 -4.003 -0.340
Na -4.418 -0.031 2.342 0.847
C -2.935 3.751 3.042 0.553
O -3.945 4.203 3.595 -0.725
O -1.723 4.381 3.399 -0.479
O -2.819 2.820 2.219 -0.566
H -2.061 5.039 4.020 0.297
```

The orbital gap comes out at 2.132 eV.

no.,strongest force on any atom (eV Å⁻¹),total energy (eV)
1,3.35,-83360.479
2,3.93,-92912.191
3,1.86,-482793.066